Record 1
102
Properties=species:S:1:pos:R:3 method="wB97M-V/def2-TZVPD" lumo_energy_ev=1.533 charge=-1 homo_energy_ha=-0.11236 homo_lumo_gap_ha=0.169
Cu -1.64 -2.08 -0.07
N 0.18 -2.07 -0.79
S 1.51 -1.53 -0.70
N 1.88 -0.10 0.19
S 1.66 1.35 -0.25
N 0.41 1.88 -0.97
S -1.12 1.53 -0.28
N -1.51 0.24 0.21
C -2.08 2.11 -1.68
C -1.72 3.11 -2.57
C -2.56 3.41 -3.63
C -3.75 2.71 -3.79
C -4.09 1.69 -2.91
C -3.26 1.38 -1.85
C -1.16 2.88 0.92
C -1.27 4.23 0.61
C -1.26 5.16 1.65
C -1.13 4.74 2.96
C -1.03 3.39 3.26
C -1.06 2.45 2.24
C 1.96 2.28 1.24
C 2.26 1.66 2.44
C 2.44 2.44 3.57
C 2.31 3.82 3.49
C 1.99 4.43 2.29
C 1.82 3.66 1.15
C 2.99 1.94 -1.29
C 2.76 2.45 -2.56
C 3.84 2.88 -3.31
C 5.13 2.80 -2.81
C 5.35 2.29 -1.53
C 4.28 1.85 -0.77
C 2.20 -1.11 -2.30
C 3.54 -1.17 -2.64
C 3.93 -0.85 -3.93
C 2.98 -0.48 -4.87
C 1.64 -0.44 -4.53
C 1.24 -0.76 -3.24
C 2.70 -2.54 0.16
C 3.94 -2.11 0.61
C 4.74 -2.99 1.32
C 4.29 -4.27 1.60
C 3.03 -4.68 1.17
C 2.23 -3.82 0.44
H -0.77 3.62 -2.45
H -2.29 4.19 -4.34
H -4.40 2.94 -4.62
H -5.00 1.13 -3.05
H -3.47 0.56 -1.17
H -1.37 4.56 -0.41
H -1.35 6.22 1.42
H -1.12 5.47 3.76
H -0.95 3.06 4.28
H -1.03 1.39 2.44
H 2.34 0.58 2.48
H 2.66 1.96 4.51
H 2.44 4.42 4.38
H 1.87 5.50 2.23
H 1.55 4.12 0.21
H 1.74 2.50 -2.93
H 3.67 3.27 -4.31
H 5.96 3.14 -3.40
H 6.35 2.23 -1.14
H 4.44 1.44 0.22
H 4.28 -1.48 -1.91
H 4.98 -0.89 -4.20
H 3.29 -0.24 -5.88
H 0.89 -0.17 -5.27
H 0.19 -0.78 -2.95
H 4.27 -1.09 0.43
H 5.71 -2.66 1.68
H 4.91 -4.95 2.17
H 2.65 -5.66 1.42
H 1.22 -4.11 0.15
C -6.33 -1.58 -0.88
Si -4.96 -2.78 -0.34
C -4.98 -4.20 -1.58
C -5.54 -3.52 1.31
O -3.57 -2.04 -0.24
H -7.32 -2.05 -0.90
H -6.12 -1.21 -1.89
H -6.37 -0.72 -0.21
H -5.94 -4.72 -1.62
H -4.21 -4.94 -1.32
H -4.75 -3.83 -2.59
H -6.47 -4.08 1.20
H -5.71 -2.73 2.06
H -4.78 -4.20 1.69
Se -1.20 -5.07 1.17
C -1.09 -6.43 -0.06
N -1.01 -7.29 -0.83
Cl 1.38 -1.57 5.12
C -0.16 -1.81 4.33
C -1.29 -2.09 5.08
C -2.47 -2.33 4.39
C -2.46 -2.29 3.01
N -1.37 -2.01 2.31
C -0.23 -1.77 2.94
H -1.24 -2.14 6.16
H -3.38 -2.57 4.93
H -3.35 -2.49 2.42
H 0.64 -1.57 2.34


Record 2
101
Properties=species:S:1:pos:R:3 method="wB97M-V/def2-TZVPD" lumo_energy_ev="1.659 / 1.646" charge=-1 homo_energy_ha="-0.09479 / -0.14740" s2=8.761 homo_lumo_gap_ha="0.156 / 0.208" multiplicity=6
Mn -0.92 0.35 -0.36
O 0.12 2.00 2.63
S -1.19 1.44 2.80
O -1.36 0.72 4.03
O -1.52 0.54 1.55
C -2.46 2.67 2.79
C -2.44 3.46 3.94
C -3.42 4.41 4.14
C -4.38 4.62 3.13
C -4.34 3.94 1.94
C -3.41 2.92 1.75
P -3.72 1.75 0.36
C -4.37 2.79 -0.93
C -3.88 4.07 -1.22
C -4.27 4.75 -2.37
C -5.12 4.15 -3.28
C -5.66 2.89 -2.97
C -5.27 2.19 -1.85
C -5.14 0.84 0.99
C -6.45 1.29 0.73
C -7.52 0.53 1.25
C -7.31 -0.69 1.93
C -5.97 -1.09 2.01
C -4.88 -0.36 1.64
H -1.58 3.38 4.66
H -3.42 5.02 5.10
H -5.24 5.22 3.37
H -5.13 4.08 1.17
H -3.25 4.53 -0.46
H -3.96 5.76 -2.48
H -5.44 4.60 -4.21
H -6.34 2.40 -3.71
H -5.69 1.20 -1.66
H -6.44 2.31 0.29
H -8.54 0.93 1.15
H -8.14 -1.20 2.41
H -5.70 -2.07 2.37
H -3.85 -0.65 1.70
C 5.90 -0.34 4.99
C 5.23 -0.67 3.70
C 5.92 -1.13 2.58
C 5.27 -1.57 1.40
C 6.23 -2.08 0.28
C 3.91 -1.35 1.19
Te 3.39 -0.87 -0.95
N 1.73 0.23 -0.48
C 1.40 1.47 -0.77
O 0.25 1.96 -0.49
C 2.25 2.42 -1.60
C 3.57 2.66 -1.40
C 4.32 3.49 -2.27
C 3.63 4.02 -3.33
C 2.29 3.72 -3.57
C 1.54 2.95 -2.70
C 2.56 -2.70 -1.89
C 2.41 -3.89 -1.16
C 2.41 -3.87 0.38
C 2.37 -5.10 -1.87
C 2.35 -5.20 -3.30
C 2.34 -6.50 -4.05
C 2.25 -3.98 -3.98
C 2.31 -2.73 -3.34
C 2.24 -1.40 -4.09
C 3.18 -0.97 2.35
C 1.68 -1.01 2.48
C 3.82 -0.56 3.51
H 6.94 -0.74 5.06
H 5.23 -0.67 5.84
H 6.01 0.73 5.04
H 7.02 -1.31 2.66
H 7.21 -2.25 0.80
H 6.39 -1.39 -0.53
H 5.85 -3.10 -0.09
H 3.95 2.18 -0.52
H 5.40 3.62 -2.19
H 4.06 4.61 -4.13
H 1.89 4.10 -4.53
H 0.47 2.77 -2.81
H 1.73 -3.11 0.69
H 3.42 -3.67 0.83
H 2.05 -4.87 0.79
H 2.36 -5.97 -1.26
H 2.40 -7.38 -3.41
H 3.21 -6.57 -4.76
H 1.45 -6.50 -4.68
H 2.09 -3.87 -5.05
H 1.89 -0.61 -3.38
H 1.65 -1.41 -5.00
H 3.24 -1.06 -4.38
H 1.28 0.04 2.55
H 1.40 -1.67 3.34
H 1.21 -1.46 1.61
H 3.19 -0.23 4.30
C -1.31 -3.99 -0.01
O -0.72 -2.68 -0.12
C -1.63 -1.65 -0.32
O -2.82 -1.84 -0.20
H -0.45 -4.72 0.10
H -1.95 -4.25 -0.87
H -1.90 -4.05 0.94
F -1.38 0.27 -2.30


Record 3
103
Properties=species:S:1:pos:R:3 method="wB97M-V/def2-TZVPD" lumo_energy_ev="0.203 / -0.738" homo_energy_ha="-0.25175 / -0.25312" s2=0.757 homo_lumo_gap_ha="0.259 / 0.226" multiplicity=2
Re -0.34 -0.37 -0.59
C 1.88 -3.21 -0.06
Si 1.86 -1.41 -0.50
C 2.83 -0.36 0.72
C 4.14 -0.72 1.09
C 4.84 0.00 2.06
C 4.23 1.08 2.69
C 2.94 1.46 2.34
C 2.23 0.77 1.33
P 0.54 1.24 0.85
C -0.32 1.10 2.46
C -0.52 -0.19 2.99
C -1.18 -0.39 4.20
C -1.65 0.71 4.92
C -1.46 1.99 4.43
C -0.79 2.19 3.21
C 0.53 3.01 0.45
C 1.68 3.80 0.33
C 1.60 5.15 -0.03
C 0.37 5.73 -0.32
C -0.79 4.95 -0.25
C -0.70 3.61 0.12
C 2.60 -1.05 -2.18
C 3.79 -1.69 -2.58
C 4.35 -1.45 -3.84
C 3.73 -0.57 -4.71
C 2.55 0.08 -4.33
C 1.97 -0.14 -3.06
P 0.43 0.71 -2.53
C -0.91 -0.39 -3.11
C -2.21 -0.15 -2.62
C -3.28 -0.95 -3.02
C -3.08 -2.00 -3.91
C -1.80 -2.26 -4.39
C -0.72 -1.46 -4.00
C 0.34 2.15 -3.64
C 1.24 3.21 -3.42
C 1.24 4.35 -4.23
C 0.34 4.45 -5.29
C -0.56 3.42 -5.53
C -0.56 2.28 -4.71
H 2.90 -3.61 -0.02
H 1.42 -3.38 0.92
H 1.32 -3.80 -0.80
H 4.63 -1.58 0.63
H 5.85 -0.29 2.33
H 4.77 1.63 3.46
H 2.48 2.30 2.86
H -0.17 -1.07 2.45
H -1.32 -1.39 4.59
H -2.17 0.56 5.87
H -1.82 2.85 4.98
H -0.65 3.21 2.87
H 2.67 3.39 0.50
H 2.51 5.75 -0.11
H 0.30 6.77 -0.61
H -1.75 5.39 -0.49
H -1.62 3.02 0.15
H 4.29 -2.39 -1.92
H 5.26 -1.96 -4.13
H 4.16 -0.38 -5.69
H 2.10 0.76 -5.04
H -2.39 0.66 -1.93
H -4.28 -0.75 -2.64
H -3.91 -2.63 -4.22
H -1.63 -3.08 -5.08
H 0.26 -1.69 -4.40
H 1.96 3.16 -2.60
H 1.95 5.15 -4.03
H 0.35 5.33 -5.92
H -1.26 3.49 -6.35
H -1.27 1.49 -4.94
N -0.96 -1.37 1.02
C -1.32 -1.95 1.95
N -1.75 -2.65 3.08
C -0.79 -3.30 3.95
C -0.94 -2.72 5.36
C -2.40 -2.82 5.83
C -3.32 -2.10 4.84
C -3.15 -2.69 3.43
H 0.25 -3.17 3.59
H -1.02 -4.39 3.98
H -0.64 -1.65 5.35
H -0.27 -3.26 6.07
H -2.51 -2.37 6.84
H -2.69 -3.90 5.89
H -3.05 -1.02 4.81
H -4.38 -2.18 5.16
H -3.77 -2.12 2.70
H -3.49 -3.74 3.43
O -4.41 0.26 -0.67
Cl -3.34 1.23 -0.74
O -3.44 1.96 -1.99
O -3.45 2.16 0.36
O -2.07 0.55 -0.68
C -0.15 -3.33 -0.21
C -0.90 -3.01 -1.49
O -1.31 -4.00 -2.15
O -1.03 -1.77 -1.73
H -0.07 -4.41 -0.06
H -0.67 -2.90 0.65
H 0.86 -2.92 -0.26
H -0.13 -2.06 -0.33


Record 4
107
Properties=species:S:1:pos:R:3 method="wB97M-V/def2-TZVPD" lumo_energy_ev=0.093 homo_energy_ha=-0.26942 homo_lumo_gap_ha=0.273
Sn -0.45 -0.26 -0.25
N 1.77 2.76 -3.12
C 0.98 1.76 -2.65
S 1.68 0.74 -1.45
N -0.22 1.67 -3.13
N -1.05 0.80 -2.55
C -2.16 0.51 -3.15
C -2.55 1.09 -4.45
C -3.77 1.76 -4.54
C -4.13 2.40 -5.72
C -3.29 2.36 -6.81
C -2.08 1.68 -6.74
C -1.71 1.06 -5.56
C -3.08 -0.36 -2.43
C -3.92 -1.26 -3.09
C -4.79 -2.03 -2.33
C -4.82 -1.85 -0.96
C -3.92 -0.97 -0.39
N -3.07 -0.25 -1.10
H 2.76 2.62 -2.97
H 1.47 3.21 -3.96
H -4.42 1.81 -3.68
H -5.06 2.94 -5.77
H -3.56 2.87 -7.73
H -1.44 1.64 -7.60
H -0.77 0.53 -5.50
H -3.85 -1.38 -4.16
H -5.41 -2.77 -2.81
H -5.50 -2.42 -0.35
H -3.85 -0.84 0.68
C -2.96 -2.09 3.38
C -2.09 -0.89 3.47
N -1.97 0.04 2.60
C -1.13 1.04 3.01
C -0.57 0.83 4.24
S -1.11 -0.65 4.90
C -0.94 2.22 2.20
C -0.42 3.40 2.66
S -0.43 4.58 1.42
C -1.14 3.40 0.35
N -1.33 2.25 0.90
C -1.46 3.77 -1.04
H -4.01 -1.81 3.39
H -2.76 -2.74 4.23
H -2.73 -2.62 2.46
H 0.09 1.46 4.80
H -0.06 3.64 3.64
H -2.01 4.71 -1.07
H -2.03 2.98 -1.51
H -0.53 3.92 -1.59
O -0.73 -2.33 -1.42
S -1.33 -3.19 -0.37
O -2.64 -3.68 -0.71
O -1.27 -2.51 0.92
C -0.24 -4.57 -0.17
C -0.69 -5.86 -0.41
C 0.13 -6.94 -0.14
C 1.39 -6.72 0.40
C 1.84 -5.43 0.64
C 1.02 -4.34 0.35
P 1.67 -2.63 0.64
C 3.04 -2.87 -0.58
C 4.40 -3.09 -0.41
C 5.24 -3.22 -1.51
C 4.73 -3.13 -2.79
C 3.38 -2.91 -2.98
C 2.55 -2.78 -1.88
C 2.18 -2.98 2.38
C 3.45 -3.07 2.94
C 3.60 -3.28 4.30
C 2.50 -3.40 5.12
C 1.23 -3.29 4.58
C 1.07 -3.08 3.22
H -1.69 -5.99 -0.80
H -0.21 -7.94 -0.33
H 2.03 -7.56 0.65
H 2.82 -5.27 1.06
H 4.84 -3.17 0.57
H 6.29 -3.40 -1.35
H 5.40 -3.22 -3.64
H 2.97 -2.84 -3.98
H 1.49 -2.60 -2.03
H 4.33 -2.97 2.33
H 4.60 -3.37 4.71
H 2.63 -3.56 6.19
H 0.36 -3.38 5.22
H 0.08 -2.99 2.79
C 2.66 2.31 1.43
C 3.99 2.99 1.84
N 4.91 1.99 2.38
C 5.08 0.94 1.38
C 3.74 0.19 1.17
N 2.66 0.91 1.84
C 2.91 0.87 3.28
C 4.33 1.41 3.58
H 2.52 2.33 0.34
H 1.81 2.80 1.90
H 3.83 3.75 2.61
H 4.47 3.47 0.99
H 5.87 0.27 1.72
H 5.41 1.42 0.46
H 3.78 -0.80 1.62
H 3.50 0.10 0.12
H 2.79 -0.16 3.62
H 2.14 1.48 3.77
H 4.99 0.61 3.92
H 4.31 2.19 4.35


no.,molar mass (g/mol),strongest force on any atom (eV/Å)
1,986.13,0.6
2,959.43,4.8
3,1021.56,11.6
4,1023.86,1.4